Entry 1:
The following is a DFT calculation (ωB97M-V with the def2-TZVPD basis set) of a molecular structure, C6H12NO3P.

Values from the calculation:
M in g mol⁻¹: 177.1
HOMO in eV: -9.71
Energy in a.u.: -857.4781

ORCA input file:
```
! RIJCOSX wB97M-V def2-TZVPD def2/J DEFGRID3
* xyz 0 1
C -1.331 -0.345 1.528
C -1.824 0.868 -0.632
C -0.065 1.606 1.041
C 3.101 -0.098 -1.037
C 0.193 -0.594 -0.357
C -0.778 0.359 0.351
N 3.667 0.007 -2.030
O 1.653 -1.075 1.965
O -0.904 -1.461 1.782
O 4.208 -0.035 -3.076
P 1.152 -1.711 0.722
H -2.140 0.294 2.217
H -2.589 1.297 -0.128
H -1.543 1.618 -1.237
H -2.328 0.114 -1.214
H -0.169 1.680 2.119
H -0.508 2.498 0.517
H 1.061 1.596 0.869
H 0.632 -0.135 -1.147
H 2.910 -0.017 -0.011
H -0.444 -1.416 -0.833
H 2.231 -1.924 -0.200
H 0.491 -2.925 0.644
*
```


Entry 2:
The following is a DFT calculation (ωB97M-V with the def2-TZVPD basis set) of C4H9NO2 in the gas phase.

Values from the calculation:
M in g mol⁻¹: 103.1
HOMO in eV: -9.63
Energy in a.u.: -363.0640

ORCA input file:
```
! RIJCOSX wB97M-V def2-TZVPD def2/J DEFGRID3
* xyz 0 1
C -2.153 -0.030 -0.369
C -0.651 0.053 -0.526
O -0.289 1.385 -0.173
C 0.173 -0.901 0.356
C 1.670 -0.552 0.265
O 2.442 -1.295 -0.317
N 2.110 0.614 0.817
H -2.415 0.185 0.670
H -2.505 -1.025 -0.644
H -2.637 0.723 -1.008
H -0.408 -0.172 -1.578
H 0.175 1.751 -0.921
H -0.197 -0.883 1.393
H 0.104 -1.934 -0.005
H 3.089 0.852 0.724
H 1.492 1.228 1.315
*
```


Entry 3:
The following is a DFT calculation (ωB97M-V with the def2-TZVPD basis set) of a molecular structure, C6H7LiO6Rb.

Values from the calculation:
M in g mol⁻¹: 267.5
HOMO (spin up / spin down) in eV: -6.26 / -8.46
Energy in a.u.: -715.9768

ORCA input file:
```
! RIJCOSX wB97M-V def2-TZVPD def2/J DEFGRID3
* xyz 0 2
Rb 1.432 -0.784 2.114
O -1.311 -0.839 -0.088
O -2.626 0.995 -0.132
C -3.312 0.529 -1.294
C -2.799 1.229 -2.548
O -0.930 0.866 1.266
C -1.587 0.305 0.366
H -3.209 -0.559 -1.381
H -4.368 0.781 -1.143
H -2.866 2.317 -2.435
H -3.440 0.923 -3.388
Li -0.227 -1.208 -1.623
O -1.105 -0.369 -3.091
O -0.506 1.766 -2.871
C 1.299 1.303 -2.858
C 1.642 0.957 -1.494
O 1.295 -0.165 -0.957
C -1.377 0.827 -2.887
H 1.328 0.473 -3.571
H 1.722 2.243 -3.216
H 2.007 1.775 -0.854
*
```